1.
An isolated ion of composition C9H10IN2 and charge +1, computed with ωB97M-V with the def2-TZVPD basis set.

## Properties
**LUMO**: -0.2003 hartree
**DFT total energy**: -20566.599 eV
**SMILES**: [NH2+]=C/C=C\c1ccccc1NI
**2S+1**: 1
**Net charge**: +1
**M**: 273.10 g mol⁻¹
**Energy relative to the best compared isomer or geometry (same formula, charge and spin)**: 57.7 kcal per mole

```
22
Properties=species:S:1:pos:R:3:lowdin_charge:R:1
N 1.640 0.369 -2.190 0.179
C 2.408 -0.065 -1.151 -0.115
C 2.078 -0.940 -0.142 -0.161
C 0.920 -1.353 0.445 0.005
C -0.192 -0.548 0.784 -0.181
C -1.359 -1.225 1.339 0.047
C -2.525 -0.451 1.496 -0.008
C -2.538 0.885 0.992 -0.036
C -1.470 1.511 0.501 -0.007
C -0.247 0.832 0.506 -0.330
N 1.014 1.442 0.363 -0.426
I 2.215 1.651 2.090 0.884
H 0.775 -0.046 -2.186 0.086
H 1.920 0.939 -2.983 0.143
H 3.549 0.086 -1.425 0.184
H 2.963 -1.520 0.243 0.146
H 1.050 -2.340 0.802 0.125
H -1.387 -2.243 1.664 0.115
H -3.360 -0.741 2.033 0.089
H -3.439 1.327 1.064 0.087
H -1.676 2.512 0.199 0.124
H 0.886 2.460 0.169 0.051
```

2.
C9H10LiN3O4S2 as an isolated structure, computed with ωB97M-V with the def2-TZVPD basis set.

## Properties
**LUMO**: 0.1963 hartree
**DFT total energy**: -44034.598 eV
**2S+1**: 1
**Net charge**: -2
**M**: 295.27 g mol⁻¹
**Energy relative to the best compared isomer or geometry (same formula, charge and spin)**: 0.0 kcal per mole

```
29
Properties=species:S:1:pos:R:3:lowdin_charge:R:1
Li 0.459 -0.384 -0.084 0.552
N -2.567 -1.154 3.196 -0.021
C -1.992 -0.760 1.973 -1.034
S -1.997 -1.927 0.755 0.395
N -1.631 0.489 1.944 -0.077
N -0.921 0.936 0.880 -0.065
C -0.811 2.213 0.786 -0.133
C 0.005 2.920 -0.159 -0.162
C 0.105 4.308 -0.057 -0.099
C 0.912 5.071 -0.882 -0.174
C 1.637 4.435 -1.885 -0.158
C 1.543 3.076 -2.039 -0.051
C 0.752 2.243 -1.187 -0.408
O 0.731 0.993 -1.362 -0.159
H -2.463 -2.148 3.350 0.028
H -2.245 -0.587 3.971 0.049
H -1.371 2.838 1.507 0.103
H -0.475 4.815 0.709 0.089
H 0.985 6.147 -0.755 0.067
H 2.276 5.021 -2.544 0.080
H 2.096 2.583 -2.830 0.093
C 3.534 -0.124 -1.293 -0.144
S 2.707 -1.326 -0.195 0.339
O 3.764 -2.256 0.205 -0.401
O 1.651 -1.949 -0.977 -0.400
O 2.177 -0.544 0.918 -0.414
H 4.074 -0.663 -2.062 0.044
H 4.199 0.473 -0.682 0.050
H 2.748 0.482 -1.716 0.010
```